Entry 1:
Molecular formula: C5H10O
Method: DFT, ωB97M-V/def2-TZVPD

The HOMO energy is -0.360 Eh. As for the orbital gap: 10.70 eV. Its energy relative to the best compared isomer or geometry (same formula, charge and spin) is 60.9 kcal/mol.

Last column: Löwdin charge in e.
Element x y z (Å)
C 2.030 -0.325 0.224  0.01
C 0.948 0.142 0.800  -0.22
C 0.209 1.322 0.284  -0.20
C -0.984 0.782 -0.484  -0.17
C -1.572 -0.300 0.321  -0.31
O -1.826 -1.415 -0.066  -0.02
H -0.086 -2.436 -1.561  0.04
H 2.448 0.232 -0.597  0.06
H 2.619 -1.101 0.684  0.06
H 0.702 -0.365 1.717  0.11
H -0.123 1.934 1.127  0.12
H 0.845 1.942 -0.356  0.12
H -1.754 1.524 -0.692  0.13
H -0.699 0.343 -1.433  0.12
H -1.943 0.016 1.301  0.13
H -0.812 -2.297 -1.269  0.03



Entry 2:
Molecular formula: C5H10O
Method: DFT, ωB97M-V/def2-TZVPD

The HOMO energy is -0.292 Eh. The SMILES is C/C=C/OCC. As for the orbital gap: 9.04 eV. Its energy relative to the best compared isomer or geometry (same formula, charge and spin) is 80.5 kcal/mol.

Last column: Löwdin charge in e.
Element x y z (Å)
C -3.075 0.224 0.464  -0.09
C -1.813 0.262 -0.560  -0.15
C -0.695 -0.310 -0.162  -0.22
O 0.519 0.122 -0.551  -0.10
C 1.582 -0.401 0.220  -0.28
C 2.849 0.225 -0.310  -0.08
H -2.839 -0.324 1.392  0.06
H -3.189 1.277 0.775  0.07
H -3.286 -0.369 -0.463  0.07
H -1.842 0.932 -1.430  0.11
H -0.727 -1.117 0.572  0.13
H 1.590 -1.493 0.108  0.12
H 1.441 -0.172 1.290  0.12
H 3.721 -0.198 0.192  0.08
H 2.836 1.308 -0.153  0.08
H 2.927 0.034 -1.384  0.08



Entry 3:
Molecular formula: C5H10O
Method: DFT, ωB97M-V/def2-TZVPD

The HOMO energy is -0.280 Eh. As for the orbital gap: 8.65 eV. Its energy relative to the best compared isomer or geometry (same formula, charge and spin) is 94.8 kcal/mol.

Last column: Löwdin charge in e.
Element x y z (Å)
C -0.985 -1.470 -0.765  -0.12
C -0.112 -1.293 0.459  -0.21
C 1.280 0.138 -0.415  -0.08
C 0.738 1.303 0.394  -0.19
C -0.660 0.950 0.909  -0.20
O -0.544 -0.390 1.374  -0.14
H -1.812 -2.113 -0.438  0.08
H -0.436 -2.025 -1.531  0.08
H -1.429 -0.579 -1.229  0.07
H 1.096 -1.013 0.172  0.07
H 2.372 0.071 -0.385  0.10
H 0.948 0.116 -1.454  0.09
H 0.693 2.220 -0.206  0.12
H 1.392 1.500 1.249  0.11
H -1.420 1.046 0.125  0.11
H -0.960 1.562 1.763  0.12



Entry 4:
Molecular formula: C5H10O
Method: DFT, ωB97M-V/def2-TZVPD

The HOMO energy is -0.292 Eh. As for the orbital gap: 8.70 eV. Its energy relative to the best compared isomer or geometry (same formula, charge and spin) is 104.1 kcal/mol.

Last column: Löwdin charge in e.
Element x y z (Å)
C 2.088 -0.303 0.113  -0.12
C 1.003 0.505 -0.577  -0.30
C -0.079 -0.333 -1.179  -0.05
C -1.336 -0.680 0.780  -0.09
C -1.688 0.550 -0.144  -0.23
O -1.183 0.417 -1.470  -0.14
H 2.233 -1.247 -0.422  0.08
H 1.819 -0.541 1.149  0.07
H 3.031 0.247 0.134  0.07
H 1.355 0.819 -1.580  0.13
H 0.762 1.441 -0.047  0.12
H -0.300 -0.974 1.021  0.06
H -1.762 -0.351 1.721  0.08
H -1.829 -1.595 0.436  0.09
H -1.341 1.500 0.288  0.11
H -2.775 0.543 -0.224  0.12



Entry 5:
Molecular formula: C5H10O
Method: DFT, ωB97M-V/def2-TZVPD

The HOMO energy is -0.314 Eh. The SMILES is C/C=C\OCC. As for the orbital gap: 9.65 eV. Its energy relative to the best compared isomer or geometry (same formula, charge and spin) is 37.2 kcal/mol.

Last column: Löwdin charge in e.
Element x y z (Å)
C -1.942 -0.613 0.449  -0.11
C -1.554 0.192 -0.769  -0.15
C -0.607 1.124 -0.719  -0.17
O 0.346 1.141 0.261  -0.12
C 0.972 -0.096 0.577  -0.27
C 2.340 -0.114 -0.101  -0.06
H -1.480 -0.223 1.373  0.08
H -3.020 -0.445 0.538  0.07
H -1.750 -1.695 0.389  0.08
H -2.114 0.077 -1.695  0.10
H -0.587 1.989 -1.393  0.12
H 0.376 -0.952 0.256  0.09
H 1.019 -0.145 1.671  0.12
H 2.557 0.940 -0.280  0.08
H 3.132 -0.553 0.516  0.07
H 2.314 -0.627 -1.073  0.08



Entry 6:
Molecular formula: C5H10O
Method: DFT, ωB97M-V/def2-TZVPD

The HOMO energy is -0.328 Eh. The SMILES is C[C@@H](O)C1CC1. As for the orbital gap: 10.11 eV. Its energy relative to the best compared isomer or geometry (same formula, charge and spin) is 60.3 kcal/mol.

Last column: Löwdin charge in e.
Element x y z (Å)
C -1.943 -0.351 0.068  -0.04
C -0.692 0.343 -0.497  -0.44
O -0.997 1.672 -0.887  -0.04
C 0.518 0.350 0.420  -0.21
C 1.189 -0.945 0.692  -0.15
C 1.951 -0.048 -0.191  -0.12
H -2.285 0.112 1.002  0.08
H -1.780 -1.418 0.261  0.07
H -2.753 -0.262 -0.667  0.08
H -0.416 -0.181 -1.422  0.14
H -1.029 2.186 -0.068  0.09
H 1.081 1.280 0.472  0.12
H 1.573 -1.222 1.665  0.10
H 0.746 -1.768 0.133  0.11
H 2.012 -0.170 -1.259  0.10
H 2.824 0.422 0.278  0.11



Entry 7:
Molecular formula: C5H10O
Method: DFT, ωB97M-V/def2-TZVPD

The HOMO energy is -0.341 Eh. The SMILES is CC(=O)C(C)C. As for the orbital gap: 10.26 eV. Its energy relative to the best compared isomer or geometry (same formula, charge and spin) is 20.6 kcal/mol.

Last column: Löwdin charge in e.
Element x y z (Å)
C -1.281 -1.626 0.693  -0.03
C -0.095 -0.890 0.311  -0.47
O 0.848 -1.575 0.679  0.05
C -0.049 0.505 -0.206  -0.40
C 0.552 0.544 -1.586  -0.06
C 0.743 1.335 0.779  -0.06
H -2.052 -0.892 0.913  0.08
H -1.654 -2.232 -0.132  0.09
H -0.879 -2.341 1.551  0.15
H -1.065 0.908 -0.268  0.14
H -0.052 -0.034 -2.290  0.09
H 1.553 0.106 -1.562  0.09
H 0.603 1.576 -1.943  0.08
H 1.767 0.955 0.852  0.09
H 0.302 1.294 1.780  0.09
H 0.760 2.369 0.428  0.08



Entry 8:
Molecular formula: C5H10O
Method: DFT, ωB97M-V/def2-TZVPD

The HOMO energy is -0.369 Eh. The SMILES is OCC1CCC1. As for the orbital gap: 11.04 eV. Its energy relative to the best compared isomer or geometry (same formula, charge and spin) is 25.2 kcal/mol.

Last column: Löwdin charge in e.
Element x y z (Å)
O -2.002 -1.549 -1.023  -0.06
C -1.522 -0.280 -0.628  -0.26
C -0.012 -0.154 -0.524  -0.31
C 0.441 1.271 -0.141  -0.16
C 1.444 0.675 0.870  -0.17
C 0.761 -0.706 0.705  -0.14
H -1.971 -2.130 -0.255  0.08
H -1.858 0.424 -1.399  0.13
H -1.981 0.044 0.322  0.12
H 0.440 -0.503 -1.459  0.14
H -0.368 1.817 0.360  0.11
H 0.829 1.899 -0.948  0.10
H 2.476 0.687 0.507  0.10
H 1.429 1.110 1.874  0.10
H 0.114 -0.964 1.553  0.11
H 1.430 -1.551 0.516  0.10



Entry 9:
Molecular formula: C5H10O
Method: DFT, ωB97M-V/def2-TZVPD

The HOMO energy is -0.348 Eh. The SMILES is C[C@H]1CCC1=O.[H][H]. As for the orbital gap: 10.46 eV. Its energy relative to the best compared isomer or geometry (same formula, charge and spin) is 38.6 kcal/mol.

Last column: Löwdin charge in e.
Element x y z (Å)
C -1.318 0.422 -1.237  -0.06
C -0.482 -0.173 -0.114  -0.30
C 0.449 -1.380 -0.425  -0.13
C 1.669 -0.624 0.164  -0.08
C 0.774 0.609 0.278  -0.40
O 0.980 1.772 0.507  0.07
H -1.792 1.353 -0.911  0.08
H -0.694 0.649 -2.108  0.09
H -2.102 -0.274 -1.553  0.08
H -1.101 -0.353 0.775  0.14
H 0.188 -2.315 0.076  0.10
H 0.542 -1.568 -1.498  0.11
H 2.001 -0.987 1.143  0.12
H 2.547 -0.501 -0.478  0.12
H -1.058 1.575 2.963  0.04
H -0.601 1.799 2.419  0.02



Entry 10:
Molecular formula: C5H10O
Method: DFT, ωB97M-V/def2-TZVPD

The HOMO energy is -0.305 Eh. As for the orbital gap: 9.19 eV. Its energy relative to the best compared isomer or geometry (same formula, charge and spin) is 71.9 kcal/mol.

Last column: Löwdin charge in e.
Element x y z (Å)
C -1.854 -1.008 0.151  -0.12
C -1.021 0.272 0.194  -0.25
C 0.406 0.110 -0.368  -0.42
C 1.164 1.418 -0.525  -0.07
C 1.054 -0.934 0.442  -0.08
O 2.342 -0.770 0.703  0.04
H -1.360 -1.814 0.699  0.05
H -2.845 -0.844 0.588  0.07
H -1.996 -1.346 -0.883  0.07
H -1.520 1.065 -0.374  0.11
H -0.946 0.632 1.230  0.11
H 0.316 -0.403 -1.344  0.16
H 1.197 1.958 0.428  0.09
H 2.195 1.238 -0.843  0.07
H 0.673 2.054 -1.264  0.08
H 2.196 -1.627 1.165  0.09



Entry 11:
Molecular formula: C5H10O
Method: DFT, ωB97M-V/def2-TZVPD

The HOMO energy is -0.237 Eh. As for the orbital gap: 7.35 eV. Its energy relative to the best compared isomer or geometry (same formula, charge and spin) is 110.5 kcal/mol.

Last column: Löwdin charge in e.
Element x y z (Å)
O 1.510 -0.360 0.991  0.01
C 0.573 -0.085 -0.002  -0.56
C 1.054 0.018 -1.331  -0.03
C -0.591 0.583 0.500  -0.19
C -1.541 1.234 -0.420  -0.07
C -0.846 -1.149 0.273  0.00
H 0.540 -0.524 -2.111  0.03
H 2.050 0.383 -1.496  0.01
H 2.370 -0.180 0.592  0.10
H -0.615 0.850 1.545  0.15
H -1.030 2.053 -0.930  0.09
H -2.496 1.494 0.014  0.08
H -1.800 0.566 -1.242  0.08
H -0.407 -1.934 0.863  0.10
H -1.849 -1.109 0.715  0.10
H -1.020 -1.409 -0.754  0.09



Entry 12:
Molecular formula: C5H10O
Method: DFT, ωB97M-V/def2-TZVPD

The HOMO energy is -0.324 Eh. As for the orbital gap: 9.63 eV. Its energy relative to the best compared isomer or geometry (same formula, charge and spin) is 94.2 kcal/mol.

Last column: Löwdin charge in e.
Element x y z (Å)
C 1.483 -0.784 -0.060  -0.08
C 0.670 -0.002 0.748  -0.24
C 0.180 1.381 0.320  -0.19
C -1.055 0.973 -0.487  -0.15
C -1.280 -0.390 0.162  -0.34
O -1.457 -1.446 -0.506  -0.09
H 0.654 -1.822 -0.803  0.09
H 1.874 -0.376 -0.992  0.09
H 2.094 -1.564 0.389  0.08
H 0.658 -0.248 1.807  0.11
H -0.091 1.967 1.203  0.11
H 0.924 1.958 -0.240  0.11
H -1.921 1.644 -0.434  0.11
H -0.816 0.806 -1.542  0.12
H -1.637 -0.383 1.202  0.14
H -0.211 -1.896 -0.897  0.13



Entry 13:
Molecular formula: C5H10O
Method: DFT, ωB97M-V/def2-TZVPD

The HOMO energy is -0.310 Eh. The SMILES is C/C=C(\O)CC. As for the orbital gap: 9.34 eV. Its energy relative to the best compared isomer or geometry (same formula, charge and spin) is 13.7 kcal/mol.

Last column: Löwdin charge in e.
Element x y z (Å)
C -2.271 0.714 0.559  -0.10
C -1.169 0.332 -0.378  -0.12
C -0.140 -0.466 -0.088  -0.38
O -0.033 -1.196 1.065  0.04
C 1.106 -0.539 -0.913  -0.20
C 2.278 0.027 -0.103  -0.10
H -2.119 0.355 1.586  0.07
H -2.309 1.808 0.629  0.08
H -3.236 0.344 0.204  0.07
H -1.191 0.789 -1.363  0.10
H -0.885 -1.174 1.520  0.09
H 1.321 -1.570 -1.219  0.12
H 0.949 0.057 -1.818  0.11
H 3.207 0.010 -0.680  0.07
H 2.422 -0.555 0.812  0.07
H 2.070 1.063 0.189  0.08



Entry 14:
Molecular formula: C5H10O
Method: DFT, ωB97M-V/def2-TZVPD

The HOMO energy is -0.355 Eh. The SMILES is C=CCCCO. As for the orbital gap: 10.66 eV. Its energy relative to the best compared isomer or geometry (same formula, charge and spin) is 34.5 kcal/mol.

Last column: Löwdin charge in e.
Element x y z (Å)
C 1.594 1.181 1.111  0.00
C 0.741 1.598 0.183  -0.19
C -0.673 1.113 0.066  -0.23
C -0.844 -0.143 -0.812  -0.17
C -0.154 -1.416 -0.209  -0.25
O -1.015 -2.521 -0.519  -0.09
H 2.612 1.402 1.387  0.05
H 1.165 0.424 1.767  0.05
H 1.081 2.296 -0.582  0.10
H -1.355 1.851 -0.361  0.11
H -1.040 0.876 1.069  0.11
H -1.885 -0.424 -0.846  0.10
H -0.339 0.008 -1.766  0.11
H -0.204 -1.328 0.884  0.10
H 0.876 -1.636 -0.481  0.11
H -0.561 -3.281 -0.891  0.08



Entry 15:
Molecular formula: C5H10O
Method: DFT, ωB97M-V/def2-TZVPD

The HOMO energy is -0.363 Eh. The SMILES is CC(C)CC=O. As for the orbital gap: 10.85 eV. Its energy relative to the best compared isomer or geometry (same formula, charge and spin) is 42.8 kcal/mol.

Last column: Löwdin charge in e.
Element x y z (Å)
C -0.268 1.356 0.448  -0.07
C -0.003 -0.158 0.593  -0.47
C 1.256 -0.426 1.328  -0.11
C -0.136 -0.790 -0.855  -0.14
C -1.258 -0.306 -1.749  -0.29
O -2.404 -0.110 -1.433  0.06
H 0.688 1.924 0.468  0.08
H -0.862 1.457 -0.414  0.03
H -0.850 1.595 1.453  0.13
H -0.915 -0.697 1.065  0.15
H 1.960 -0.023 0.434  0.12
H 1.552 -1.420 1.555  0.05
H 1.621 0.103 2.292  0.11
H 0.695 -0.462 -1.497  0.11
H -0.153 -1.886 -0.861  0.13
H -0.921 -0.158 -2.827  0.13



Entry 16:
Molecular formula: C5H10O
Method: DFT, ωB97M-V/def2-TZVPD

The HOMO energy is -0.371 Eh. The SMILES is C[C@H]1CC[C@H]1O. As for the orbital gap: 11.11 eV. Its energy relative to the best compared isomer or geometry (same formula, charge and spin) is 48.6 kcal/mol.

Last column: Löwdin charge in e.
Element x y z (Å)
C 0.004 1.615 -0.652  -0.08
C -0.510 0.554 0.298  -0.31
C -1.200 -0.705 -0.307  -0.13
C -0.094 -1.566 0.352  -0.13
C 0.590 -0.343 0.942  -0.26
O 1.952 -0.424 0.270  -0.11
H 0.684 2.301 -0.136  0.09
H 0.550 1.157 -1.486  0.08
H -0.814 2.198 -1.081  0.08
H -1.154 1.015 1.062  0.14
H -2.232 -0.844 0.044  0.10
H -1.217 -0.758 -1.403  0.10
H -0.319 -2.488 0.898  0.11
H 0.842 -1.626 -0.276  0.12
H 0.841 -0.215 1.996  0.14
H 2.076 0.128 -0.520  0.07



Entry 17:
Molecular formula: C5H10O
Method: DFT, ωB97M-V/def2-TZVPD

The HOMO energy is -0.363 Eh. The SMILES is CC1(O)CCC1. As for the orbital gap: 10.90 eV. Its energy relative to the best compared isomer or geometry (same formula, charge and spin) is 17.4 kcal/mol.

Last column: Löwdin charge in e.
Element x y z (Å)
C -1.384 -0.754 -0.368  -0.03
C -0.338 -0.036 0.470  -0.58
O -0.763 0.102 1.811  -0.01
C 0.194 1.253 -0.206  -0.11
C 1.406 0.441 -0.716  -0.16
C 1.077 -0.638 0.338  -0.11
H -1.028 -0.925 -1.389  0.09
H -2.303 -0.157 -0.432  0.09
H -1.625 -1.728 0.076  0.09
H -1.701 -0.111 1.867  0.09
H -0.450 1.742 -0.946  0.11
H 0.481 1.979 0.561  0.11
H 2.387 0.918 -0.649  0.10
H 1.265 0.080 -1.740  0.10
H 1.625 -0.475 1.271  0.12
H 1.154 -1.692 0.051  0.11



Entry 18:
Molecular formula: C5H10O
Method: DFT, ωB97M-V/def2-TZVPD

The HOMO energy is -0.368 Eh. The SMILES is C[C@@H](O)C1CC1. As for the orbital gap: 11.11 eV. Its energy relative to the best compared isomer or geometry (same formula, charge and spin) is 24.7 kcal/mol.

Last column: Löwdin charge in e.
Element x y z (Å)
C -1.979 0.271 0.400  -0.04
C -0.713 0.611 -0.375  -0.43
O -0.101 1.713 0.268  -0.04
C 0.276 -0.541 -0.501  -0.25
C 1.769 -0.302 -0.471  -0.12
C 1.090 -1.013 0.665  -0.11
H -1.749 -0.027 1.429  0.08
H -2.636 1.147 0.438  0.08
H -2.524 -0.543 -0.089  0.08
H -1.017 0.894 -1.398  0.14
H 0.770 1.796 -0.143  0.07
H -0.029 -1.309 -1.212  0.14
H 2.202 0.666 -0.222  0.09
H 2.379 -0.850 -1.179  0.10
H 1.260 -2.075 0.807  0.10
H 1.002 -0.437 1.583  0.11



Entry 19:
Molecular formula: C5H10O
Method: DFT, ωB97M-V/def2-TZVPD

The HOMO energy is -0.354 Eh. The SMILES is CCOC1CC1. As for the orbital gap: 10.84 eV. Its energy relative to the best compared isomer or geometry (same formula, charge and spin) is 43.6 kcal/mol.

Last column: Löwdin charge in e.
Element x y z (Å)
C -2.513 -0.269 -0.294  -0.07
C -1.241 0.388 0.366  -0.28
O -0.223 -0.567 0.282  -0.12
C 1.040 -0.157 0.670  -0.34
C 1.774 0.744 -0.339  -0.09
C 2.112 -0.734 -0.197  -0.11
H -2.869 -1.064 0.382  0.06
H -3.397 0.466 -0.399  0.09
H -2.156 -0.700 -1.280  0.09
H -1.001 1.271 -0.278  0.12
H -1.430 0.715 1.351  0.10
H 1.223 0.027 1.710  0.14
H 2.584 1.424 0.003  0.11
H 1.242 0.886 -1.263  0.09
H 1.830 -1.402 -1.051  0.12
H 3.023 -1.028 0.336  0.10



Entry 20:
Molecular formula: C5H10O
Method: DFT, ωB97M-V/def2-TZVPD

The HOMO energy is -0.362 Eh. The SMILES is OC1CCCC1. As for the orbital gap: 10.86 eV. Its energy relative to the best compared isomer or geometry (same formula, charge and spin) is 42.3 kcal/mol.

Last column: Löwdin charge in e.
Element x y z (Å)
O 1.516 0.629 -1.369  -0.06
C 0.248 0.803 -0.734  -0.43
C 0.456 0.835 0.812  -0.12
C -0.256 -0.434 1.350  -0.18
C -0.505 -1.376 0.126  -0.15
C -0.674 -0.338 -1.045  -0.16
H 2.014 1.421 -1.119  0.09
H -0.298 1.507 -1.446  0.15
H 1.531 0.785 1.055  0.11
H 0.067 1.745 1.268  0.10
H -1.204 -0.149 1.825  0.10
H 0.333 -0.933 2.135  0.10
H 0.340 -2.059 0.015  0.10
H -1.398 -1.990 0.320  0.10
H -0.506 -0.113 -2.171  0.15
H -1.720 -0.028 -1.038  0.10